1.
# C3H7BNO3

A gas-phase ion, C3H7BNO3 (charge -1) in a non-equilibrium geometry (ωB97M-V/def2-TZVPD, the Open Molecules 2025 dataset).

CARTESIAN COORDINATES (ANGSTROEM)
C (1.5858, -0.4979, 0.6472)
B (0.6027, -0.0839, -0.5270)
O (1.1314, -0.0500, -1.8165)
C (-0.8898, 0.3078, -0.2994)
N (-1.0817, 1.2204, 0.8711)
C (-1.7875, -0.9664, -0.2055)
O (-2.0027, -1.5248, -1.3053)
O (-2.1535, -1.3305, 0.9340)
H (1.2599, -1.4406, 1.0787)
H (2.6004, -0.6127, 0.2717)
H (1.5830, 0.2381, 1.4498)
H (1.9841, 0.3900, -1.7970)
H (-1.2236, 0.8412, -1.1871)
H (-0.2121, 1.3924, 1.3563)
H (-1.3962, 2.1169, 0.5289)

Summary:
Total charge: -1
Multiplicity: 1
SMILES: CB(O)[C@H](N)C(=O)[O-]
Gap between HOMO and LUMO in hartree: 0.2485
Highest occupied orbital energy in eV: -3.731
Lowest unoccupied orbital energy in eV: 3.03
Relative energy (zero: lowest compared OMol25 entry of this formula, charge and spin) in kcal/mol: 33.4
Energy in eV: -11535.971

***

2.
# C3H7BrCu2NO

A molecular structure, C3H7BrCu2NO in a non-equilibrium geometry (ωB97M-V/def2-TZVPD, the Open Molecules 2025 dataset).

CARTESIAN COORDINATES (ANGSTROEM)
Cu (1.4162, 16.0954, -18.4568)
Cu (0.1411, 15.2972, -21.2986)
Br (-1.0848, 15.7046, -18.9609)
C (-1.1334, 13.1806, -22.9034)
O (0.1100, 13.2703, -22.9074)
N (-1.8625, 12.7682, -21.8659)
C (-3.3141, 12.9617, -21.7668)
C (-1.2453, 12.1816, -20.6867)
H (-1.7040, 13.6046, -23.7408)
H (-3.6263, 14.0037, -21.8913)
H (-3.6588, 12.6653, -20.7853)
H (-3.7858, 12.4424, -22.6011)
H (-1.3330, 12.8442, -19.8205)
H (-1.6340, 11.1906, -20.4631)
H (-0.1664, 12.0812, -20.8080)

Summary:
Total charge: +1
Multiplicity: 1
Gap between HOMO and LUMO in hartree: 0.2673
Highest occupied orbital energy in eV: -13.078
Lowest unoccupied orbital energy in eV: -5.80
Relative energy (zero: lowest compared OMol25 entry of this formula, charge and spin) in kcal/mol: 0.0
Energy in eV: -166076.635

***

What is the total charge in the first record? -1

***

Which formula does entry 2 have? C3H7BrCu2NO